# 1
{"formula": "C38H46N8OP2S2W", "method": "ωB97M-V/def2-TZVPD", "species": ["W", "C", "C", "C", "C", "C", "N", "C", "C", "C", "C", "C", "C", "C", "N", "C", "C", "C", "N", "C", "C", "N", "C", "C", "C", "N", "H", "H", "H", "H", "H", "H", "H", "H", "H", "H", "H", "H", "H", "H", "H", "H", "H", "H", "C", "P", "C", "C", "C", "P", "C", "C", "H", "H", "H", "H", "H", "H", "H", "H", "H", "H", "H", "H", "H", "H", "H", "H", "N", "C", "C", "C", "C", "C", "N", "C", "C", "C", "C", "C", "N", "H", "H", "H", "H", "H", "H", "H", "H", "H", "C", "O", "C", "S", "S", "H", "H", "H"], "coordinates": [[0.392, -0.621, -0.538], [-5.835, 2.875, -0.411], [-4.553, 2.185, -0.045], [-3.735, 2.653, 0.981], [-2.521, 2.064, 1.259], [-2.021, 0.960, 0.545], [-0.708, 0.463, 0.773], [-0.225, 0.869, 2.069], [-0.489, 0.088, 3.186], [-0.159, 0.510, 4.461], [0.455, 1.739, 4.668], [0.896, 2.169, 6.035], [0.705, 2.529, 3.553], [0.367, 2.114, 2.272], [0.556, 3.063, 1.218], [0.267, 4.386, 1.328], [0.855, 5.028, 0.270], [1.501, 4.001, -0.437], [1.315, 2.817, 0.128], [-2.911, 0.426, -0.399], [-4.119, 1.055, -0.710], [-2.702, -0.822, -1.064], [-3.682, -1.655, -1.467], [-3.106, -2.666, -2.200], [-1.748, -2.385, -2.180], [-1.500, -1.267, -1.486], [-6.348, 3.241, 0.478], [-6.511, 2.209, -0.946], [-5.638, 3.737, -1.051], [-4.048, 3.507, 1.569], [-1.937, 2.476, 2.066], [-0.989, -0.863, 3.053], [-0.370, -0.131, 5.308], [0.222, 1.796, 6.805], [0.949, 3.254, 6.117], [1.892, 1.769, 6.239], [1.197, 3.487, 3.674], [-0.317, 4.758, 2.153], [0.828, 6.080, 0.044], [2.098, 4.083, -1.332], [-4.731, 0.648, -1.505], [-4.707, -1.475, -1.195], [-3.602, -3.497, -2.671], [-0.946, -2.955, -2.611], [3.909, -0.906, -1.729], [2.722, 0.378, -1.186], [3.852, 1.249, -0.062], [2.653, 1.453, -2.696], [1.273, 1.916, -3.165], [-0.194, 1.233, -2.271], [-1.141, 2.723, -1.794], [-1.265, 0.707, -3.662], [3.625, -1.398, -2.653], [4.049, -1.634, -0.932], [4.860, -0.396, -1.893], [4.575, 1.769, -0.695], [4.369, 0.509, 0.543], [3.348, 1.946, 0.590], [3.149, 0.894, -3.492], [3.291, 2.315, -2.498], [1.131, 1.673, -4.220], [1.188, 3.000, -3.097], [-0.932, 3.488, -2.543], [-0.875, 3.101, -0.815], [-2.206, 2.504, -1.815], [-1.323, 1.535, -4.370], [-2.272, 0.503, -3.298], [-0.907, -0.176, -4.187], [1.500, -3.900, -0.437], [1.705, -3.372, -1.693], [2.420, -4.149, -2.619], [2.551, -3.714, -3.911], [1.961, -2.499, -4.272], [1.326, -1.779, -3.300], [1.211, -2.169, -2.002], [0.362, -3.775, 0.349], [-0.044, -4.903, 1.068], [-1.181, -4.844, 1.836], [-1.907, -3.655, 1.860], [-1.439, -2.590, 1.135], [-0.300, -2.618, 0.402], [1.996, -4.763, -0.280], [2.828, -5.101, -2.307], [3.082, -4.313, -4.639], [2.013, -2.118, -5.281], [0.895, -0.819, -3.532], [0.530, -5.817, 0.992], [-1.510, -5.710, 2.393], [-2.814, -3.554, 2.437], [-1.966, -1.649, 1.147], [1.497, -2.835, 3.484], [2.141, -1.592, 3.738], [2.462, -0.728, 2.770], [3.250, 0.625, 3.185], [2.211, -1.298, 1.086], [1.341, -3.277, 4.464], [2.129, -3.487, 2.881], [0.539, -2.681, 2.989]], "e_lumo_ev": [-6.0, -6.0], "total_charge": 2, "e_homo_ha": [-0.447, -0.446], "gap_ev": [6.20, 6.18]}



# 2
{"formula": "C38H47B11Br7N3O2P2ReSi2", "method": "ωB97M-V/def2-TZVPD", "species": ["Re", "C", "Si", "C", "C", "N", "P", "C", "P", "N", "Si", "C", "C", "C", "C", "C", "C", "C", "C", "C", "C", "C", "C", "C", "C", "C", "C", "C", "C", "C", "C", "C", "C", "C", "C", "C", "C", "C", "H", "H", "H", "H", "H", "H", "H", "H", "H", "H", "H", "H", "H", "H", "H", "H", "H", "H", "H", "H", "H", "H", "H", "H", "H", "H", "H", "H", "H", "H", "H", "H", "H", "H", "H", "H", "H", "H", "Br", "B", "B", "C", "B", "B", "B", "B", "B", "Br", "B", "Br", "B", "Br", "B", "Br", "B", "Br", "H", "H", "H", "H", "H", "H", "Br", "C", "C", "C", "C", "C", "N", "C", "O", "O", "H", "H", "H"], "coordinates": [[0.338, 0.916, -0.482], [-4.201, 2.841, -0.580], [-2.960, 1.606, -1.215], [-2.147, 2.152, -2.798], [-3.838, -0.025, -1.424], [-1.549, 1.512, -0.025], [-1.506, 1.290, 1.632], [0.215, 1.025, 1.456], [1.891, 1.078, 1.941], [2.284, 1.037, 0.339], [4.010, 0.763, -0.291], [5.111, 1.869, 0.757], [4.170, 1.307, -2.055], [4.639, -0.966, -0.079], [2.373, 2.544, 2.845], [2.199, 2.547, 4.231], [2.543, 3.668, 4.967], [3.089, 4.774, 4.329], [3.276, 4.771, 2.954], [2.907, 3.663, 2.211], [2.290, -0.292, 3.009], [3.632, -0.598, 3.245], [3.959, -1.623, 4.114], [2.954, -2.321, 4.773], [1.623, -1.994, 4.570], [1.289, -0.981, 3.684], [-2.378, -0.169, 2.174], [-1.812, -1.446, 2.140], [-2.579, -2.543, 2.494], [-3.912, -2.380, 2.847], [-4.483, -1.116, 2.869], [-3.718, -0.009, 2.546], [-2.037, 2.586, 2.744], [-2.594, 3.807, 2.375], [-2.988, 4.708, 3.353], [-2.807, 4.403, 4.694], [-2.239, 3.193, 5.068], [-1.863, 2.281, 4.098], [-5.140, 2.645, -1.100], [-4.416, 2.751, 0.483], [-3.919, 3.874, -0.791], [-2.904, 2.218, -3.581], [-1.677, 3.132, -2.711], [-1.415, 1.427, -3.163], [-4.869, 0.198, -1.705], [-3.415, -0.643, -2.214], [-3.878, -0.618, -0.508], [5.187, 2.873, 0.338], [4.858, 1.973, 1.809], [6.108, 1.426, 0.719], [3.720, 0.608, -2.756], [5.240, 1.308, -2.278], [3.818, 2.323, -2.233], [4.509, -1.360, 0.927], [4.192, -1.677, -0.767], [5.713, -0.936, -0.278], [1.816, 1.672, 4.740], [2.411, 3.670, 6.039], [3.380, 5.639, 4.910], [3.714, 5.629, 2.463], [3.046, 3.660, 1.139], [4.423, -0.046, 2.755], [4.996, -1.877, 4.283], [3.214, -3.120, 5.454], [0.844, -2.533, 5.091], [0.246, -0.738, 3.527], [-0.777, -1.600, 1.862], [-2.134, -3.527, 2.493], [-4.506, -3.243, 3.116], [-5.518, -0.990, 3.151], [-4.164, 0.976, 2.591], [-2.719, 4.061, 1.337], [-3.433, 5.650, 3.066], [-3.114, 5.110, 5.452], [-2.103, 2.954, 6.113], [-1.446, 1.326, 4.399], [-0.868, -1.258, -1.070], [-0.183, -3.120, -1.527], [-1.399, -4.266, -2.043], [-0.795, -5.730, -1.442], [-0.661, -4.396, -0.431], [0.614, -5.614, -0.488], [0.663, -6.256, -2.140], [-0.579, -5.420, -3.104], [-0.164, -3.701, -3.181], [-0.631, -2.534, -4.661], [1.125, -4.952, -3.248], [2.142, -5.264, -4.854], [1.870, -5.061, -1.610], [3.735, -5.477, -1.324], [1.025, -3.902, -0.557], [1.795, -2.925, 0.951], [1.367, -3.484, -2.279], [2.674, -2.172, -2.832], [-2.555, -4.061, -2.134], [-1.520, -6.479, -1.164], [-1.321, -4.267, 0.534], [0.787, -6.313, 0.442], [0.881, -7.397, -2.312], [-1.197, -6.001, -3.916], [0.018, 4.408, 0.912], [0.649, 4.151, -0.814], [0.926, 5.302, -1.548], [1.353, 5.197, -2.855], [1.501, 3.927, -3.392], [1.221, 2.844, -2.594], [0.792, 2.919, -1.312], [1.373, 1.462, -3.149], [1.647, 1.195, -4.270], [1.097, 0.543, -2.201], [0.789, 6.264, -1.077], [1.560, 6.083, -3.439], [1.827, 3.743, -4.406]], "e_lumo_ev": [-8.0, -7.6], "total_charge": 2, "spin_multiplicity": 2, "e_homo_ha": [-0.470, -0.470], "s_squared": 0.839, "gap_ev": [4.80, 5.16]}



no.,F_max (eV/Å)
1,0.24
2,0.85